1.
The following is a DFT calculation (ωB97M-V/def2-TZVPD) of a gas-phase ion, C16H28NO2S (charge +1).

* charge: +1
* largest force on an atom: 0.74 eV/Å
* energy: -1229.63810 Ha
* ΔE to the lowest compared entry with this formula, charge and spin: 0.119 eV
* lowest unoccupied orbital energy: -0.102 Eh

Last column: Mulliken charge in e.
Atoms and positions in Å:
S1 -2.09 1.15 -1.57  -0.093
O1 -0.94 2.69 1.04  -0.496
O2 2.23 -1.49 -0.74  -0.690
N1 4.61 -0.70 0.15  0.092
C1 1.63 0.14 0.89  0.384
C2 -2.81 -1.45 0.45  0.333
C3 -0.61 0.89 -0.61  0.245
C4 2.79 -0.28 1.76  -1.336
C5 -3.39 0.90 -0.31  -0.783
C6 0.82 1.18 1.28  -0.726
C7 -1.46 3.67 0.16  -0.786
C8 -4.43 -3.10 1.53  -1.226
C9 -3.85 -0.55 -0.21  -0.673
C10 -0.28 1.61 0.54  -0.139
C11 5.62 -0.11 -0.75  -0.901
C12 4.13 0.21 1.22  -0.680
C13 1.35 -0.49 -0.33  1.064
C14 1.89 -2.27 -1.88  -1.013
C15 -3.27 -2.91 0.56  -0.704
C16 0.23 -0.12 -1.05  -0.584
H1 -4.77 -0.56 0.38  0.394
H2 -0.04 -0.62 -1.97  0.481
H3 -2.43 -3.51 0.89  0.349
H4 5.00 -1.55 0.58  0.406
H5 -1.44 4.60 0.71  0.315
H6 5.18 0.75 -1.27  0.352
H7 1.02 1.71 2.20  0.434
H8 2.80 -1.37 1.87  0.341
H9 -2.58 -1.07 1.45  0.307
H10 -3.01 1.26 0.65  0.440
H11 -4.22 1.54 -0.64  0.453
H12 3.75 -1.01 -0.39  0.245
H13 4.02 1.21 0.80  0.489
H14 0.91 -2.75 -1.74  0.359
H15 2.65 -3.04 -1.96  0.312
H16 -5.33 -2.60 1.19  0.325
H17 -4.08 -0.92 -1.21  0.280
H18 -2.49 3.45 -0.13  0.279
H19 -3.57 -3.26 -0.43  0.328
H20 5.94 -0.84 -1.49  0.360
H21 -4.65 -4.16 1.64  0.379
H22 4.88 0.25 2.01  0.426
H23 -1.89 -1.42 -0.14  -0.238
H24 1.88 -1.66 -2.79  0.375
H25 -4.17 -2.70 2.51  0.299
H26 6.48 0.23 -0.18  0.384
H27 -0.85 3.76 -0.74  0.352
H28 2.64 0.15 2.75  0.485

2.
The following is a DFT calculation (ωB97M-V/def2-TZVPD) of 2 unconnected molecules or ions with the total composition C5H9NO2 at a distorted geometry.

* largest force on an atom: 3.75 eV/Å
* energy: -400.91292 Ha
* ΔE to the lowest compared entry with this formula, charge and spin: 7.179 eV
* lowest unoccupied orbital energy: -0.124 Eh

Last column: Mulliken charge in e.
Atoms and positions in Å:
O1 -0.37 -2.73 0.95  -0.395
O2 -0.25 2.73 -0.92  -0.898
N1 0.38 0.31 -2.05  -0.698
C1 -0.06 -0.45 -0.93  -0.084
C2 0.83 -0.77 1.44  -0.489
C3 0.49 0.03 0.36  0.106
C4 0.39 -2.17 1.65  -0.047
C5 -1.02 0.22 0.09  -0.395
H1 -1.84 -0.45 0.33  0.275
H2 -0.12 -1.50 -1.03  0.441
H3 -0.43 3.68 -0.84  0.144
H4 0.65 1.28 -1.73  0.363
H5 0.83 -2.69 2.51  0.351
H6 -1.19 1.32 -0.02  0.294
H7 -0.43 0.50 -2.61  0.263
H8 1.16 -0.28 2.36  0.360
H9 0.99 0.98 0.43  0.409

3.
The following is a DFT calculation (ωB97M-V/def2-TZVPD) of C4H9NO in the gas phase at a distorted geometry.

* largest force on an atom: 1.55 eV/Å
* energy: -287.70448 Ha
* ΔE to the lowest compared entry with this formula, charge and spin: 3.482 eV
* lowest unoccupied orbital energy: 0.032 Eh

Last column: Mulliken charge in e.
Atoms and positions in Å:
O1 1.04 -1.74 0.66  -0.351
N1 1.58 -0.67 -0.01  -0.471
C1 -0.76 -0.37 -0.37  -0.974
C2 0.68 0.06 -0.56  0.808
C3 1.12 1.38 -1.17  -1.070
C4 -1.24 -0.42 1.24  -0.976
H1 1.84 1.86 -0.50  0.320
H2 1.63 1.26 -2.14  0.271
H3 -2.31 -0.47 1.15  0.360
H4 -0.89 -1.37 -0.81  0.407
H5 0.28 2.06 -1.32  0.309
H6 -1.44 0.32 -0.88  0.324
H7 -1.03 -1.18 2.04  0.367
H8 -0.92 0.51 1.71  0.277
H9 0.13 -1.44 0.93  0.398

4.
The following is a DFT calculation (ωB97M-V/def2-TZVPD) of a molecular structure, C24H23EuN6O4P at a distorted geometry.

* largest force on an atom: 4.54 eV/Å
* multiplicity: 8
* energy: -2609.45738 Ha
* ΔE to the lowest compared entry with this formula, charge and spin: 2.414 eV
* lowest unoccupied orbital energy (spin up / spin down): 0.018 / 0.018 Eh

Last column: Mulliken charge in e.
Atoms and positions in Å:
Eu1 -0.74 0.30 0.33  1.093
P1 2.08 0.24 0.05  0.449
O1 -0.22 -1.42 1.34  -0.471
O2 -2.34 1.63 0.07  -0.397
O3 1.45 -0.91 2.73  -0.741
O4 -2.32 -0.79 -0.60  -0.578
N1 -3.45 0.97 0.25  -0.720
N2 -0.52 0.22 2.91  -0.265
N3 -3.40 -0.24 -0.10  0.924
N4 0.40 2.59 0.22  0.062
N5 -1.93 0.05 2.65  -0.417
N6 2.30 1.75 -0.78  0.042
C1 4.23 -0.60 1.53  -0.540
C2 -6.95 -1.16 0.22  -0.578
C3 1.51 -0.77 -1.39  0.677
C4 3.81 -0.26 0.25  0.448
C5 -5.61 -3.16 0.16  -0.586
C6 2.01 4.14 -0.67  -1.062
C7 -5.81 -0.39 0.12  -0.231
C8 -4.46 -2.40 0.07  -0.281
C9 -6.85 -2.55 0.23  -0.415
C10 -0.33 3.65 0.63  -0.069
C11 1.40 -2.84 -2.61  -0.714
C12 1.23 5.20 -0.29  -0.242
C13 0.40 -0.29 -2.11  -0.334
C14 0.04 4.95 0.39  -1.009
C15 -0.22 -1.11 -3.04  -0.631
C16 0.28 -2.38 -3.29  -0.620
C17 -4.57 -1.02 0.03  0.100
C18 6.47 -0.84 0.72  -0.434
C19 1.56 2.84 -0.40  0.460
C20 6.05 -0.53 -0.56  -0.865
C21 5.57 -0.89 1.77  -0.696
C22 2.00 -2.04 -1.64  -0.619
C23 0.32 -0.82 2.31  0.393
C24 4.72 -0.23 -0.80  -0.169
H1 5.89 -1.13 2.77  0.424
H2 4.39 0.01 -1.81  0.388
H3 3.51 -0.66 2.33  0.508
H4 -0.19 -3.01 -4.03  0.399
H5 6.76 -0.52 -1.38  0.387
H6 -1.09 -0.75 -3.58  0.447
H7 1.55 6.21 -0.49  0.415
H8 2.84 -2.41 -1.07  0.455
H9 -7.75 -3.15 0.29  0.379
H10 -2.28 -0.83 3.07  0.252
H11 7.51 -1.06 0.90  0.391
H12 -1.25 3.42 1.15  0.429
H13 -0.59 5.76 0.71  0.397
H14 2.96 4.27 -1.17  0.387
H15 -0.26 0.35 3.89  0.339
H16 -3.48 -2.86 0.03  0.508
H17 -7.92 -0.68 0.28  0.375
H18 -5.85 0.69 0.09  0.478
H19 1.80 -3.81 -2.83  0.402
H20 3.22 1.96 -1.17  0.280
H21 0.08 0.77 -2.02  0.402
H22 -5.54 -4.24 0.19  0.372
H23 -2.43 0.82 3.12  0.221

5.
The following is a DFT calculation (ωB97M-V/def2-TZVPD) of 2 unconnected molecules or ions with the total composition C4H7NO2.

* largest force on an atom: 0.62 eV/Å
* energy: -361.84678 Ha
* ΔE to the lowest compared entry with this formula, charge and spin: 0.927 eV
* lowest unoccupied orbital energy: 0.027 Eh

Last column: Mulliken charge in e.
Atoms and positions in Å:
O1 -1.50 1.73 0.86  -0.457
O2 -0.72 -0.35 0.96  -0.544
N1 1.96 -1.20 3.35  -0.362
C1 1.78 -1.74 2.36  0.127
C2 -0.39 0.93 -1.06  -0.244
C3 0.08 -0.35 -1.73  -1.020
C4 -0.87 0.67 0.35  0.485
H1 0.44 -0.15 -2.74  0.364
H2 0.89 -0.79 -1.16  0.203
H3 -0.73 -1.08 -1.79  0.298
H4 0.43 1.65 -0.99  0.248
H5 -1.20 1.40 -1.62  0.305
H6 -1.78 1.55 1.77  0.353
H7 1.60 -2.25 1.45  0.244

6.
The following is a DFT calculation (ωB97M-V/def2-TZVPD) of a molecular structure, C16H40AsF6Mg2NO11 at a distorted geometry.

* charge: +2
* largest force on an atom: 3.11 eV/Å
* energy: -4750.12161 Ha
* ΔE to the lowest compared entry with this formula, charge and spin: 20.142 eV
* lowest unoccupied orbital energy: -0.354 Eh

Last column: Mulliken charge in e.
Atoms and positions in Å:
As1 -6.93 -2.87 23.78  1.977
Mg1 -12.34 -11.61 25.66  1.476
Mg2 -9.47 -2.52 29.38  1.767
F1 -5.75 -1.62 23.80  -0.438
F2 -6.55 -3.17 22.02  -0.509
F3 -8.21 -1.65 23.34  -0.510
F4 -8.22 -4.05 23.64  -0.469
F5 -5.76 -3.95 24.52  -0.472
F6 -7.35 -2.61 25.53  -0.581
O1 -10.05 -12.45 23.79  -0.272
O2 -12.01 -7.76 27.26  -0.563
O3 -10.47 0.12 28.17  -0.262
O4 -11.48 -5.92 28.01  -0.589
O5 -14.99 -10.38 24.52  -0.256
O6 -13.51 -6.55 28.17  -0.608
O7 -8.78 -4.17 31.87  -0.263
O8 -15.30 -11.44 26.78  -0.209
O9 -11.85 -14.18 24.06  -0.297
O10 -8.38 0.38 29.73  -0.313
O11 -10.94 -2.90 32.11  -0.279
N1 -12.39 -6.72 27.80  1.059
C1 -9.65 -13.66 23.17  -0.596
C2 -15.01 -9.12 23.74  -0.846
C3 -8.90 -11.58 23.92  -0.736
C4 -7.59 -4.97 31.73  -0.700
C5 -9.30 -4.22 33.21  -0.539
C6 -8.53 1.48 28.85  -0.595
C7 -16.54 -10.90 26.25  -0.473
C8 -10.72 -3.79 33.20  -0.551
C9 -16.36 -10.75 24.75  -0.629
C10 -11.58 0.03 27.25  -0.779
C11 -12.98 -15.16 24.15  -0.723
C12 -12.30 -2.38 32.08  -0.817
C13 -10.95 -14.46 22.98  -0.539
C14 -7.09 0.36 30.45  -0.817
C15 -9.91 1.47 28.14  -0.536
C16 -15.51 -11.80 28.17  -0.828
H1 -11.48 -14.23 22.06  0.368
H2 -10.52 2.21 28.64  0.363
H3 -12.25 -1.49 31.46  0.306
H4 -6.71 -0.58 30.86  0.283
H5 -13.54 -15.33 23.24  0.330
H6 -12.56 -1.98 33.06  0.335
H7 -7.07 1.09 31.25  0.331
H8 -9.28 -5.25 33.57  0.344
H9 -8.69 -3.62 33.88  0.349
H10 -11.52 0.76 26.45  0.296
H11 -11.26 -4.72 33.04  0.330
H12 -14.82 -12.63 28.31  0.313
H13 -13.02 -3.17 31.85  0.327
H14 -12.51 -16.13 24.30  0.329
H15 -7.18 -4.76 30.74  0.244
H16 -17.18 -10.14 24.38  0.409
H17 -16.56 -11.74 24.34  0.305
H18 -6.26 0.68 29.82  0.350
H19 -10.67 -15.52 23.03  0.361
H20 -9.13 -10.78 24.62  0.245
H21 -15.17 -9.15 22.66  0.341
H22 -12.54 0.40 27.61  0.321
H23 -6.86 -4.69 32.49  0.328
H24 -7.71 1.52 28.13  0.450
H25 -14.08 -8.57 23.87  0.272
H26 -8.57 2.35 29.50  0.309
H27 -15.51 -10.97 28.87  0.300
H28 -16.71 -9.92 26.71  0.356
H29 -9.73 1.84 27.13  0.393
H30 -7.92 -5.97 32.00  0.297
H31 -8.94 -14.20 23.80  0.361
H32 -17.44 -11.48 26.40  0.396
H33 -11.74 -0.97 26.86  0.315
H34 -9.06 -13.33 22.32  0.404
H35 -8.75 -11.11 22.95  0.316
H36 -13.63 -14.87 24.98  0.231
H37 -11.01 -3.40 34.18  0.382
H38 -16.46 -12.29 28.34  0.335
H39 -15.70 -8.37 24.14  0.353
H40 -8.05 -12.15 24.31  0.337